Entry 1:
{
  "formula": "C8H8N2O",
  "method": "the ωB97M-V functional and the def2-TZVPD basis",
  "symbols": ["C", "C", "C", "C", "C", "C", "C", "C", "N", "N", "O", "H", "H", "H", "H", "H", "H", "H", "H"],
  "xyz": [[2.5919, 0.2457, -0.1227], [0.9093, -1.5451, -0.4518], [1.5840, 1.1103, -0.3069], [-0.6223, 1.6266, 0.0514], [-1.9731, 1.6123, 0.0967], [-0.0248, -0.5946, -0.5626], [-3.1117, -0.5825, 0.3585], [2.1196, -1.1578, 0.4003], [-3.5423, -1.6545, -0.0532], [0.3060, 0.6802, -0.1248], [-2.9233, 0.5707, 0.0245], [3.6858, 0.4907, -0.2374], [1.0350, -2.5607, -0.8232], [1.5647, 2.2062, -0.6752], [-0.3330, 2.6000, 0.0762], [-2.5895, 2.5890, 0.1254], [3.0013, -1.9638, 0.3297], [1.8749, -1.1586, 1.4212], [-3.5527, -2.5139, 0.4740]],
  "forces_ev_per_angstrom": [[0.3406, -0.1693, 0.7646], [0.5942, -0.2143, 0.5254], [2.5400, 2.1334, -0.9587], [-4.5170, -0.8535, 0.1493], [-1.3396, 0.6876, 0.4303], [1.3011, -0.8790, 0.6033], [1.5596, -5.2240, 4.7890], [2.5298, -0.7322, -2.2310], [-0.8297, 0.2153, -2.2326], [-1.4226, -2.1559, -0.7330], [0.2906, 5.5518, -3.4833], [-1.5423, -0.2351, 0.0160], [-1.0268, 0.4287, -0.4955], [0.9057, -1.9331, 0.7102], [1.3563, 2.5705, 0.1744], [1.5021, -1.8402, 0.0595], [-1.9725, 1.7414, -0.1664], [-0.3548, 0.4308, 1.5869], [0.0850, 0.4771, 0.4916]],
  "charge": 0,
  "multiplicity": 3,
  "e_homo_ha": [-0.226, -0.307],
  "s_squared": 2.011,
  "orbital_gap_ha": [0.257, 0.260],
  "relative_energy_kj_mol": 355.3
}

---

Entry 2:
{
  "formula": "C66H52NO7P2S2V",
  "method": "the ωB97M-V functional and the def2-TZVPD basis",
  "symbols": ["V", "C", "C", "C", "C", "C", "C", "C", "S", "O", "C", "C", "C", "C", "C", "C", "C", "C", "C", "C", "C", "C", "C", "C", "C", "C", "C", "C", "C", "C", "S", "O", "C", "C", "C", "C", "C", "C", "C", "H", "H", "H", "H", "H", "H", "H", "H", "H", "H", "H", "H", "H", "H", "H", "H", "H", "H", "H", "H", "H", "H", "H", "H", "H", "H", "O", "P", "C", "P", "O", "C", "C", "C", "C", "C", "C", "C", "C", "C", "C", "C", "C", "C", "C", "C", "C", "C", "C", "C", "C", "C", "C", "C", "C", "H", "H", "H", "H", "H", "H", "H", "H", "H", "H", "H", "H", "H", "H", "H", "H", "H", "H", "H", "H", "H", "H", "O", "C", "O", "C", "C", "C", "C", "C", "N", "H", "H", "H", "H", "O", "C"],
  "xyz": [[-0.4286, -0.6475, -0.0936], [-1.4797, -1.5655, 8.5355], [-1.0892, -1.1859, 7.1349], [-1.9550, -1.4145, 6.0653], [-1.5997, -1.0781, 4.7706], [-0.3562, -0.5074, 4.5475], [0.5379, -0.2962, 5.5854], [0.1584, -0.6261, 6.8769], [0.1391, -0.0081, 2.9159], [-0.6063, -0.9669, 1.9828], [-0.7623, 1.5398, 2.8085], [-2.0925, 1.4977, 2.3345], [-2.7713, 2.6618, 2.1623], [-2.1502, 3.9104, 2.4249], [-2.8316, 5.1298, 2.2018], [-2.2163, 6.3237, 2.4436], [-0.8876, 6.3532, 2.9175], [-0.2091, 5.1924, 3.1526], [-0.8258, 3.9390, 2.9162], [-0.1327, 2.7072, 3.1433], [1.1719, 2.7527, 3.8750], [1.1135, 2.9461, 5.2941], [-0.1143, 2.9891, 6.0010], [-0.1336, 3.1448, 7.3575], [1.0708, 3.2702, 8.0811], [2.2677, 3.2336, 7.4254], [2.3187, 3.0693, 6.0203], [3.5596, 3.0259, 5.3304], [3.5998, 2.8294, 3.9866], [2.3940, 2.6732, 3.2602], [2.4132, 2.4858, 1.4691], [2.7045, 3.8258, 0.8946], [3.9132, 1.5236, 1.3426], [4.8935, 1.9855, 0.4875], [6.0364, 1.2171, 0.2906], [6.2032, 0.0008, 0.9352], [7.4232, -0.8446, 0.7043], [5.2002, -0.4364, 1.8035], [4.0570, 0.3090, 2.0037], [-2.5622, -1.5872, 8.6531], [-1.0685, -0.8647, 9.2610], [-1.0989, -2.5579, 8.7846], [-2.9248, -1.8589, 6.2540], [-2.2689, -1.2597, 3.9399], [1.5153, 0.1299, 5.3931], [0.8462, -0.4477, 7.6944], [-2.5354, 0.5457, 2.0770], [-3.7895, 2.6527, 1.7953], [-3.8488, 5.0951, 1.8299], [-2.7428, 7.2528, 2.2699], [-0.4011, 7.3043, 3.0864], [0.8151, 5.2236, 3.4994], [-1.0466, 2.8886, 5.4601], [-1.0796, 3.1724, 7.8823], [1.0421, 3.3996, 9.1548], [3.1989, 3.3323, 7.9696], [4.4758, 3.1476, 5.8948], [4.5425, 2.7890, 3.4588], [4.7548, 2.9350, -0.0120], [6.8055, 1.5722, -0.3845], [8.0802, -0.3952, -0.0385], [7.1411, -1.8375, 0.3508], [7.9929, -0.9723, 1.6265], [5.3161, -1.3854, 2.3142], [3.2836, -0.0484, 2.6737], [-2.5551, -0.4223, -0.2424], [-3.6334, -0.1433, -1.2544], [-2.9320, 0.1164, -2.9003], [-1.4676, -0.9071, -3.2792], [-0.4164, -0.6085, -2.2533], [-1.9230, -2.6349, -3.3544], [-0.9185, -3.5562, -3.0577], [-1.1863, -4.9142, -3.1197], [-2.4537, -5.3538, -3.4787], [-3.4495, -4.4402, -3.7984], [-3.1821, -3.0814, -3.7458], [-0.9698, -0.3976, -4.9181], [-0.5761, 0.9279, -5.1165], [-0.1450, 1.3427, -6.3634], [-0.0988, 0.4367, -7.4166], [-0.4775, -0.8821, -7.2226], [-0.9131, -1.3032, -5.9742], [-4.5734, 1.3205, -0.8111], [-5.5105, 1.1742, 0.2152], [-6.2272, 2.2682, 0.6664], [-6.0148, 3.5175, 0.0952], [-5.0865, 3.6708, -0.9224], [-4.3661, 2.5745, -1.3770], [-4.8341, -1.4691, -1.3451], [-4.7434, -2.5242, -0.4462], [-5.6683, -3.5581, -0.4968], [-6.6854, -3.5301, -1.4379], [-6.7955, -2.4608, -2.3211], [-5.8762, -1.4278, -2.2706], [-2.5131, 1.1280, -2.8948], [-3.6937, 0.0679, -3.6802], [0.0676, -3.2065, -2.7787], [-0.4060, -5.6270, -2.8879], [-2.6637, -6.4145, -3.5221], [-4.4318, -4.7848, -4.0931], [-3.9584, -2.3779, -4.0147], [-0.5725, 1.6308, -4.2912], [0.1656, 2.3676, -6.5136], [0.2424, 0.7616, -8.3904], [-0.4311, -1.5870, -8.0415], [-1.2083, -2.3341, -5.8275], [-5.6837, 0.1999, 0.6583], [-6.9531, 2.1484, 1.4594], [-6.5791, 4.3727, 0.4434], [-4.9191, 4.6433, -1.3648], [-3.6397, 2.7207, -2.1651], [-3.9544, -2.5202, 0.2937], [-5.5981, -4.3813, 0.2017], [-7.4062, -4.3359, -1.4780], [-7.6024, -2.4319, -3.0409], [-5.9785, -0.5873, -2.9489], [3.0339, -2.2641, -0.9597], [1.9598, -2.0209, -0.4657], [1.4627, -0.8394, -0.2126], [1.0245, -3.1499, -0.0733], [1.4974, -4.4196, 0.2034], [0.5913, -5.3840, 0.6152], [-0.7492, -5.0434, 0.7117], [-1.1341, -3.7526, 0.3945], [-0.2676, -2.8170, 0.0120], [2.5548, -4.6146, 0.0944], [0.9231, -6.3844, 0.8603], [-1.4913, -5.7642, 1.0249], [-2.1728, -3.4563, 0.4348], [-0.5673, 2.3805, -0.5172], [-0.4255, 1.2788, -0.2501]],
  "forces_ev_per_angstrom": [[-0.4061, -0.0058, -0.0391], [-0.0115, 0.0005, 0.0057], [0.0450, 0.0044, 0.0088], [-0.0266, 0.0012, -0.0372], [-0.0190, 0.0377, 0.0552], [0.0816, -0.0714, -0.0348], [0.0091, -0.0346, 0.0039], [0.0103, -0.0159, -0.0025], [-0.1477, 0.0992, 0.0892], [0.0576, 0.1852, -0.0449], [0.0119, -0.1024, 0.0237], [0.0585, 0.0085, -0.0254], [0.0274, 0.0696, 0.0155], [-0.0526, -0.0390, -0.0124], [-0.0021, 0.0050, -0.0129], [0.0111, -0.0007, 0.0134], [-0.0100, 0.0114, -0.0149], [-0.0011, -0.0115, 0.0033], [0.0649, -0.0325, -0.0093], [-0.0319, 0.1204, -0.0061], [0.0137, -0.0744, -0.0041], [-0.0363, 0.0045, -0.0063], [-0.0321, 0.0132, 0.0074], [0.0015, 0.0056, 0.0062], [0.0050, -0.0061, -0.0171], [-0.0094, -0.0054, 0.0115], [0.0816, -0.0017, 0.0125], [-0.0444, -0.0059, 0.0220], [-0.0777, -0.0085, -0.0064], [0.0444, 0.0109, 0.0002], [-0.1109, 0.0414, -0.0270], [-0.0157, -0.0344, 0.0042], [0.0152, -0.0145, -0.0658], [0.0263, -0.0334, 0.0229], [-0.0105, 0.0347, -0.0125], [-0.0020, 0.0060, 0.0023], [0.0291, -0.0137, 0.0002], [-0.0111, -0.0609, -0.0268], [-0.0556, -0.0123, -0.0257], [-0.0021, -0.0003, -0.0017], [0.0043, 0.0028, 0.0038], [0.0025, -0.0036, -0.0029], [-0.0030, -0.0024, 0.0025], [-0.0077, -0.0010, -0.0071], [0.0019, 0.0003, -0.0127], [0.0000, 0.0051, 0.0061], [-0.0014, -0.0189, 0.0031], [-0.0219, 0.0037, 0.0023], [-0.0007, -0.0045, -0.0006], [0.0002, 0.0077, -0.0061], [-0.0008, 0.0037, 0.0078], [0.0056, -0.0035, 0.0035], [0.0083, -0.0017, -0.0081], [-0.0039, 0.0009, 0.0049], [-0.0003, 0.0015, 0.0082], [0.0046, 0.0010, 0.0060], [0.0071, 0.0020, 0.0078], [0.0128, 0.0085, -0.0025], [-0.0026, 0.0132, -0.0055], [-0.0006, -0.0009, -0.0023], [0.0022, 0.0011, 0.0025], [0.0041, 0.0021, -0.0005], [-0.0041, -0.0041, 0.0016], [0.0026, -0.0028, 0.0043], [-0.0261, 0.0030, -0.0119], [0.1698, -0.5527, 0.0107], [0.0283, 0.2127, 0.1059], [-0.0553, -0.0106, 0.0094], [0.0809, 0.1389, 0.0435], [-0.1563, -0.3108, 0.0018], [0.0404, -0.0372, 0.0380], [-0.0017, 0.0042, 0.0163], [-0.0221, -0.0050, -0.0006], [0.0204, -0.0089, -0.0015], [0.0011, 0.0065, -0.0048], [-0.0264, 0.0050, -0.0109], [0.0507, -0.0057, -0.0401], [0.0453, 0.0179, 0.0493], [-0.0101, -0.0201, -0.0096], [0.0074, 0.0081, -0.0002], [-0.0115, -0.0052, -0.0062], [-0.0686, 0.0211, -0.0271], [-0.0891, -0.0029, -0.0244], [-0.0398, -0.0369, -0.0231], [-0.0061, 0.0330, -0.0094], [-0.0259, -0.0054, 0.0072], [0.0300, -0.0186, -0.0021], [0.0692, 0.0364, 0.0275], [0.0054, -0.0241, 0.0657], [0.0129, -0.0094, -0.0325], [0.0085, -0.0136, 0.0152], [-0.0087, 0.0114, -0.0147], [0.0119, -0.0117, 0.0073], [0.0046, 0.0118, -0.0311], [-0.0152, 0.0015, -0.0897], [-0.0079, -0.0104, 0.0080], [0.0033, 0.0070, 0.0062], [0.0010, 0.0002, 0.0028], [-0.0004, -0.0044, -0.0010], [-0.0049, -0.0005, -0.0025], [-0.0329, 0.0240, 0.0096], [-0.0086, -0.0149, 0.0258], [0.0024, 0.0038, 0.0025], [0.0026, 0.0011, -0.0032], [0.0008, -0.0036, -0.0021], [0.0171, -0.0035, 0.0037], [-0.0057, 0.0075, -0.0106], [-0.0009, -0.0010, 0.0039], [-0.0054, 0.0024, 0.0031], [0.0045, 0.0034, -0.0046], [0.0109, -0.0026, -0.0024], [-0.0108, 0.0082, -0.0083], [0.0035, -0.0012, 0.0012], [-0.0019, -0.0031, 0.0006], [-0.0037, 0.0011, -0.0033], [0.0035, 0.0065, -0.0008], [0.0872, -0.0084, 0.1077], [-0.0600, 0.0500, -0.0166], [0.3150, -0.0732, 0.0226], [0.0854, 0.0068, -0.0434], [-0.0660, -0.0438, -0.0511], [0.0420, 0.0002, -0.0062], [-0.0360, 0.0047, -0.0435], [-0.0150, -0.0426, -0.0938], [0.0340, -0.1230, 0.1238], [0.0047, -0.0013, 0.0027], [0.0030, -0.0014, -0.0042], [-0.0019, -0.0013, 0.0083], [0.0077, 0.0167, 0.0455], [0.0485, -0.0020, -0.0001], [0.0740, 0.6814, -0.0295]],
  "charge": 1,
  "multiplicity": 2,
  "e_homo_ha": [-0.342, -0.314],
  "s_squared": 0.765,
  "orbital_gap_ha": [0.268, 0.241],
  "relative_energy_kj_mol": 0.0
}

---

Entry 3:
{
  "formula": "C5H5N3",
  "method": "the ωB97M-V functional and the def2-TZVPD basis",
  "symbols": ["C", "C", "C", "C", "C", "H", "H", "H", "H", "H", "N", "N", "N"],
  "xyz": [[1.4162, -0.0685, -0.0814], [0.7389, -1.4021, -0.1575], [-1.5965, -0.7891, 0.0911], [-1.6616, 0.5287, 0.0315], [-0.5024, 1.4397, -0.0663], [3.0445, 0.8768, 0.1645], [1.5624, -2.1855, -0.2622], [-2.5719, -1.2755, 0.3658], [-2.6415, 1.0683, -0.1348], [-0.6927, 2.4984, -0.0011], [2.6906, -0.1388, 0.1647], [-0.5352, -1.7170, -0.0295], [0.7492, 1.1648, -0.0848]],
  "forces_ev_per_angstrom": [[0.6613, -0.3303, 1.1934], [-1.3490, -0.5929, 0.2549], [-0.8751, -2.0165, 0.8769], [0.0409, 2.6644, -1.2415], [0.5225, -1.4586, 0.3207], [-0.5606, -1.7724, 0.3005], [-1.6525, 0.5819, 0.0682], [1.0860, 0.1194, -0.7577], [1.0017, -0.9701, 0.8435], [-0.3761, 0.3354, -0.2196], [-1.0737, 2.0134, -0.9960], [2.3428, 0.8320, -0.2108], [0.2318, 0.5943, -0.4325]],
  "charge": 0,
  "smiles": "[H]/N=c1/cncccn1",
  "e_homo_ha": -0.344,
  "orbital_gap_ha": 0.315,
  "relative_energy_kj_mol": 169.5
}